1.
ORCA calculation (ωB97M-V/def2-TZVPD) on a cluster of 8 separate species, C56H120NO in total.

Each line ends with the Löwdin charge.
Geometry (Å):
1 C 3.1278 -3.8441 -1.3129  -0.020
2 C 3.8019 -2.5081 -1.0275  -0.365
3 C 4.5689 -2.5803 0.3144  -0.067
4 C 3.5510 -2.4696 1.4308  -0.249
5 C 3.8882 -3.1694 2.7548  -0.103
6 C 3.1133 -2.3641 3.8088  -0.125
7 C 3.3386 -0.9169 3.3473  -0.088
8 N 3.2843 -1.0430 1.8465  0.114
9 O 2.9420 -1.3908 -0.8540  -0.135
10 C 1.8038 -1.2812 -1.7133  -0.126
11 C 0.5670 -1.6336 -0.9293  -0.202
12 C 0.2201 -0.7963 0.1392  -0.055
13 C -0.8826 -1.0776 0.9377  -0.067
14 C -1.6502 -2.2036 0.6647  -0.070
15 C -1.3276 -3.0371 -0.4042  -0.064
16 C -0.2198 -2.7434 -1.1949  -0.058
17 H 2.3608 -4.0916 -0.5876  0.084
18 H 3.9000 -4.6056 -1.3095  0.094
19 H 2.6979 -3.8596 -2.3079  0.082
20 H 4.5404 -2.3148 -1.8065  0.135
21 H 5.0226 -3.5581 0.4128  0.129
22 H 5.3049 -1.7816 0.3692  0.122
23 H 2.5838 -2.8692 1.1579  0.145
24 H 3.4516 -4.1610 2.7669  0.129
25 H 4.9424 -3.1642 3.0004  0.128
26 H 2.0392 -2.5128 3.7859  0.124
27 H 3.5366 -2.5127 4.7936  0.108
28 H 2.5327 -0.2419 3.6142  0.115
29 H 4.2698 -0.4650 3.6664  0.121
30 H 3.9225 -0.4080 1.3694  0.175
31 H 2.3524 -0.7667 1.5388  0.135
32 H 1.7301 -0.2341 -1.9953  0.133
33 H 1.9153 -1.8454 -2.6338  0.128
34 H 0.8010 0.0949 0.3424  0.075
35 H -1.1307 -0.4171 1.7521  0.104
36 H -2.5071 -2.4429 1.2737  0.107
37 H -1.9215 -3.9103 -0.6162  0.109
38 H 0.0473 -3.3875 -2.0189  0.117
39 C 1.0889 2.7177 0.9338  -0.117
40 C 1.8241 3.9762 1.3904  -0.253
41 C 2.9698 3.6846 2.3575  -0.219
42 C 2.5415 3.0326 3.6733  -0.231
43 C 1.5300 3.8259 4.4974  -0.260
44 C 2.0560 5.1811 4.9602  -0.090
45 H 0.6276 2.1924 1.7739  0.063
46 H 0.2951 2.9627 0.2281  0.080
47 H 1.7786 2.0289 0.4333  0.058
48 H 1.1135 4.6712 1.8427  0.105
49 H 2.2298 4.4849 0.5132  0.110
50 H 3.5116 4.6091 2.5672  0.107
51 H 3.6895 3.0241 1.8582  0.103
52 H 3.4351 2.8655 4.2838  0.087
53 H 2.1264 2.0384 3.4652  0.076
54 H 1.2609 3.2354 5.3778  0.101
55 H 0.6040 3.9644 3.9324  0.096
56 H 2.9523 5.0613 5.5722  0.076
57 H 1.3067 5.6990 5.5595  0.063
58 H 2.3048 5.8280 4.1179  0.071
59 C 7.2688 -0.1253 -1.7664  -0.109
60 C 8.0183 -0.7847 -2.9192  -0.260
61 C 8.1329 -2.3015 -2.7726  -0.226
62 C 8.9060 -2.7743 -1.5393  -0.233
63 C 10.3376 -2.2487 -1.4388  -0.269
64 C 11.2289 -2.6931 -2.5950  -0.106
65 H 7.7763 -0.2831 -0.8126  0.066
66 H 7.1842 0.9511 -1.9198  0.073
67 H 6.2561 -0.5349 -1.6887  0.051
68 H 9.0093 -0.3356 -3.0143  0.103
69 H 7.4951 -0.5654 -3.8530  0.107
70 H 8.5958 -2.7110 -3.6732  0.104
71 H 7.1242 -2.7304 -2.7340  0.097
72 H 8.9323 -3.8684 -1.5467  0.110
73 H 8.3611 -2.4929 -0.6319  0.091
74 H 10.7715 -2.6062 -0.5016  0.105
75 H 10.3370 -1.1573 -1.3742  0.098
76 H 11.2837 -3.7821 -2.6457  0.077
77 H 12.2421 -2.3116 -2.4692  0.072
78 H 10.8594 -2.3281 -3.5542  0.066
79 C -1.2203 5.6866 7.9317  -0.109
80 C -2.2501 4.5623 8.0019  -0.265
81 C -2.2453 3.6601 6.7693  -0.230
82 C -2.5934 4.3641 5.4561  -0.237
83 C -3.9546 5.0579 5.4355  -0.268
84 C -5.1272 4.1003 5.6272  -0.109
85 H -1.4074 6.3548 7.0896  0.066
86 H -1.2428 6.2907 8.8391  0.071
87 H -0.2111 5.2811 7.8247  0.066
88 H -3.2455 4.9861 8.1558  0.100
89 H -2.0429 3.9482 8.8818  0.105
90 H -2.9366 2.8289 6.9326  0.101
91 H -1.2519 3.2087 6.6667  0.097
92 H -2.5653 3.6234 4.6492  0.105
93 H -1.8174 5.0978 5.2176  0.093
94 H -4.0688 5.5661 4.4745  0.105
95 H -3.9916 5.8407 6.1972  0.100
96 H -5.1376 3.3385 4.8447  0.073
97 H -6.0752 4.6372 5.5853  0.071
98 H -5.0814 3.5935 6.5921  0.065
99 C -2.5596 -1.1493 -3.1799  -0.103
100 C -3.7886 -2.0511 -3.2417  -0.258
101 C -3.8637 -2.8842 -4.5203  -0.221
102 C -3.9619 -2.0654 -5.8084  -0.224
103 C -5.1497 -1.1067 -5.8656  -0.271
104 C -6.5013 -1.8115 -5.8064  -0.101
105 H -2.5510 -0.4225 -3.9943  0.061
106 H -2.5349 -0.5926 -2.2404  0.072
107 H -1.6458 -1.7399 -3.2453  0.057
108 H -4.6915 -1.4455 -3.1305  0.101
109 H -3.7732 -2.7312 -2.3844  0.094
110 H -4.7161 -3.5653 -4.4515  0.098
111 H -2.9750 -3.5218 -4.5827  0.109
112 H -4.0229 -2.7556 -6.6551  0.113
113 H -3.0392 -1.4949 -5.9531  0.094
114 H -5.0873 -0.5387 -6.7979  0.098
115 H -5.0819 -0.3709 -5.0590  0.098
116 H -6.6104 -2.5141 -6.6348  0.081
117 H -7.3149 -1.0876 -5.8688  0.074
118 H -6.6260 -2.3632 -4.8729  0.048
119 C -4.4505 3.0412 -10.0809  -0.109
120 C -3.1110 3.5674 -9.5729  -0.269
121 C -2.0884 2.4646 -9.3027  -0.228
122 C -2.4974 1.4615 -8.2224  -0.230
123 C -2.8032 2.0767 -6.8575  -0.268
124 C -1.6057 2.7828 -6.2274  -0.110
125 H -4.9292 2.3833 -9.3538  0.063
126 H -5.1389 3.8629 -10.2810  0.070
127 H -4.3197 2.4805 -11.0085  0.076
128 H -3.2709 4.1641 -8.6707  0.098
129 H -2.6944 4.2500 -10.3175  0.105
130 H -1.1329 2.9231 -9.0339  0.100
131 H -1.9060 1.9154 -10.2315  0.110
132 H -1.6916 0.7292 -8.1062  0.109
133 H -3.3705 0.8954 -8.5586  0.096
134 H -3.1334 1.2773 -6.1866  0.082
135 H -3.6421 2.7731 -6.9335  0.102
136 H -0.7725 2.0884 -6.0955  0.072
137 H -1.8662 3.1866 -5.2476  0.068
138 H -1.2586 3.6145 -6.8416  0.066
139 C 6.0582 -1.8921 9.4799  -0.105
140 C 4.8498 -1.0996 8.9896  -0.264
141 C 4.7244 -1.0658 7.4678  -0.240
142 C 5.8918 -0.3963 6.7379  -0.228
143 C 6.1596 1.0511 7.1462  -0.258
144 C 4.9912 1.9889 6.8551  -0.104
145 H 6.9963 -1.4601 9.1288  0.067
146 H 6.0935 -1.9071 10.5691  0.073
147 H 6.0112 -2.9262 9.1325  0.076
148 H 4.8923 -0.0824 9.3865  0.101
149 H 3.9424 -1.5480 9.4011  0.107
150 H 3.7891 -0.5638 7.1987  0.097
151 H 4.6325 -2.0945 7.0992  0.099
152 H 5.6904 -0.4233 5.6585  0.086
153 H 6.8016 -0.9828 6.8864  0.104
154 H 7.0400 1.4064 6.6049  0.108
155 H 6.4166 1.1022 8.2064  0.103
156 H 4.7522 1.9895 5.7880  0.049
157 H 5.2342 3.0118 7.1433  0.076
158 H 4.0931 1.6999 7.4033  0.070
159 C -12.0377 -1.3442 -4.2131  -0.111
160 C -11.7020 -2.8266 -4.3504  -0.269
161 C -11.5332 -3.5386 -3.0089  -0.228
162 C -10.3927 -3.0066 -2.1389  -0.228
163 C -9.0153 -3.0424 -2.7993  -0.275
164 C -8.5473 -4.4514 -3.1540  -0.106
165 H -11.2465 -0.7961 -3.6991  0.063
166 H -12.1708 -0.8845 -5.1931  0.069
167 H -12.9633 -1.2072 -3.6506  0.075
168 H -10.7987 -2.9423 -4.9560  0.096
169 H -12.5037 -3.3202 -4.9052  0.105
170 H -11.3881 -4.6071 -3.1894  0.100
171 H -12.4662 -3.4549 -2.4431  0.110
172 H -10.3575 -3.5943 -1.2162  0.109
173 H -10.6117 -1.9803 -1.8326  0.101
174 H -8.2898 -2.5939 -2.1140  0.103
175 H -9.0092 -2.4182 -3.6970  0.087
176 H -8.4963 -5.0790 -2.2619  0.075
177 H -7.5535 -4.4277 -3.6058  0.054
178 H -9.2179 -4.9316 -3.8674  0.068

Forces on atoms 1 to 2 (eV/Å):
C 0.1 0.4 -0.3
C 0.7 -0.3 0.6

* lowest unoccupied orbital energy: -2.28 eV
* max |F|: 0.02839 Eh/bohr
* charge: +1
* frontier orbital gap: 9.69 eV

2.
ORCA calculation (ωB97M-V/def2-TZVPD) on an isolated molecule of C19H24N2O4.

Each line ends with the Löwdin charge.
Geometry (Å):
1 C -5.1637 -0.5658 1.1712  -0.061
2 C -4.5678 0.6056 0.4126  -0.232
3 O -3.1679 0.6493 0.6724  -0.037
4 C -2.4750 1.5912 -0.0001  -0.453
5 O -3.0052 2.3546 -0.7754  0.105
6 C -1.0407 1.5725 0.3132  -0.142
7 C -0.4982 0.7585 1.3017  -0.018
8 C 0.8627 0.7521 1.5236  -0.019
9 C 1.7270 1.5372 0.7628  -0.222
10 N 3.1013 1.5360 0.9211  0.032
11 C 3.8268 0.3693 1.3663  -0.184
12 C 4.0377 -0.6731 0.2451  -0.126
13 C 2.7217 -1.0311 -0.3836  -0.252
14 C 2.2915 -0.4033 -1.5402  -0.048
15 C 1.0210 -0.6412 -2.0232  0.015
16 C 0.1435 -1.5043 -1.3784  -0.201
17 O -1.0772 -1.6268 -1.9713  -0.060
18 C -2.1963 -2.0430 -1.2191  -0.069
19 C 0.5908 -2.1852 -0.2300  -0.189
20 O -0.2642 -3.0791 0.3667  -0.105
21 C 0.1074 -3.6503 1.5943  -0.081
22 C 1.8688 -1.9294 0.2446  0.007
23 C 1.1650 2.4355 -0.1744  -0.259
24 N 2.0215 3.2599 -0.9259  0.091
25 C -0.1947 2.4240 -0.4000  0.037
26 H -4.7111 -1.4971 0.8402  0.068
27 H -6.2346 -0.6082 0.9941  0.077
28 H -4.9842 -0.4505 2.2369  0.077
29 H -4.7252 0.5038 -0.6675  0.126
30 H -5.0168 1.5542 0.7300  0.128
31 H -1.1459 0.1283 1.8905  0.118
32 H 1.2612 0.1059 2.2895  0.105
33 H 3.5589 1.9771 0.1327  0.111
34 H 3.2930 -0.0876 2.1987  0.106
35 H 4.8017 0.7054 1.7345  0.117
36 H 4.7040 -0.2517 -0.5103  0.113
37 H 4.5185 -1.5531 0.6759  0.114
38 H 2.9359 0.2912 -2.0578  0.114
39 H 0.6636 -0.1426 -2.9096  0.126
40 H -2.2719 -1.4889 -0.2811  0.081
41 H -2.1691 -3.1147 -1.0092  0.091
42 H -3.0595 -1.8169 -1.8460  0.098
43 H -0.7449 -4.2534 1.9050  0.096
44 H 0.3032 -2.8851 2.3526  0.094
45 H 0.9851 -4.2976 1.4928  0.096
46 H 2.2218 -2.4330 1.1313  0.113
47 H 2.6591 3.8026 -0.3571  0.088
48 H 1.5026 3.8659 -1.5478  0.089
49 H -0.6307 3.0714 -1.1469  0.125

Forces on atoms 1 to 2 (eV/Å):
C 0.4 0.3 -0.1
C -0.5 0.1 -0.2

* lowest unoccupied orbital energy: 0.70 eV
* SMILES: CCOC(=O)c1ccc(NCCc2ccc(OC)c(OC)c2)c(N)c1
* max |F|: 0.01040 Eh/bohr
* frontier orbital gap: 8.14 eV
* relative energy (zero: lowest compared OMol25 entry of this formula, charge and spin): 1.862 eV

3.
ORCA calculation (ωB97M-V/def2-TZVPD) on a structure of composition C15H21NO3S.

Each line ends with the Löwdin charge.
Geometry (Å):
1 C -1.1171 -0.8443 -2.7368  -0.090
2 O -1.4730 -1.0436 -1.4087  -0.191
3 C -2.4261 -0.2063 -1.0192  -0.464
4 C -2.8677 -0.3435 0.3402  -0.498
5 H -3.2638 -1.3862 0.3017  0.103
6 H -3.6934 0.4791 0.6361  0.125
7 S -1.5358 0.2006 1.5251  0.898
8 C -0.7806 -1.7000 1.6635  -0.377
9 C -1.6693 -2.5805 2.2009  -0.143
10 C -1.3849 -3.8925 2.5543  0.034
11 C 0.1798 -4.2120 2.4358  0.037
12 C 1.0413 -3.2879 1.7905  0.039
13 C 0.3497 -2.0537 1.3934  -0.168
14 C 1.6076 -1.0972 1.1183  -0.453
15 O 2.6535 -1.0370 1.4753  0.188
16 N 1.1900 -0.3193 -0.0438  0.035
17 H 0.1191 -0.5157 -0.4874  0.165
18 C 2.0679 0.5777 -0.6928  -0.223
19 H 2.0910 0.3092 -1.7732  0.146
20 H 3.1651 0.2919 -0.3451  0.173
21 C 1.9172 1.9224 -0.3380  -0.511
22 H 2.1031 2.1289 0.9688  0.229
23 C 0.5839 2.5084 -0.5155  -0.200
24 H -0.2200 2.4158 0.3030  0.108
25 H 0.3825 1.9059 -1.6753  0.190
26 C 0.7573 3.9191 -0.7453  -0.152
27 H 0.2242 4.3860 -1.8121  0.170
28 C 2.4419 4.0200 -0.6568  -0.233
29 H 2.5824 4.6258 0.3063  0.136
30 O 2.7344 2.8054 -0.8250  -0.053
31 H 2.8416 4.6612 -1.4921  0.132
32 H 0.3308 4.5535 -0.1136  0.027
33 H 1.9451 -3.5888 1.7778  0.041
34 H 0.2139 -5.2045 2.5093  0.033
35 H -2.0899 -4.5309 2.9266  0.059
36 H -2.6014 -2.3256 2.6294  0.094
37 H -3.2928 -0.3354 -1.8598  0.168
38 H -2.1991 1.1363 -1.0137  0.185
39 H -0.2149 -1.5287 -2.9568  0.145
40 H -1.7961 -1.0085 -3.3685  0.004
41 H -0.8976 0.1947 -2.9767  0.092

Forces on atoms 1 to 2 (eV/Å):
C 7.3 0.4 3.0
O 2.0 -0.9 0.5

* lowest unoccupied orbital energy: 0.49 eV
* max |F|: 0.30246 Eh/bohr
* frontier orbital gap: 9.14 eV
* relative energy (zero: lowest compared OMol25 entry of this formula, charge and spin): 13.606 eV